DFT (the ωB97M-V functional and the def2-TZVPD basis) results for a single C5H10O2 molecule.

Properties
SMILES: CO[C@H]1CO[C@H]1C
gap between HOMO and LUMO: 10.619 eV
electronic energy: -9440.499 eV

Cartesian coordinates (Å):
C -1.156 -2.088 -0.164
O -0.262 -1.038 -0.444
C -0.079 -0.124 0.601
C 1.359 0.033 1.119
O 1.364 1.431 0.805
C 0.080 1.346 0.156
C 0.165 1.576 -1.336
H -0.841 -2.676 0.709
H -2.176 -1.717 0.012
H -1.167 -2.742 -1.040
H -0.829 -0.264 1.389
H 2.084 -0.534 0.520
H 1.533 -0.150 2.185
H -0.628 2.046 0.620
H -0.822 1.463 -1.796
H 0.534 2.587 -1.537
H 0.841 0.852 -1.799